(1)
A cluster of 11 separate species, C70H127BF4N9O6 in total. Source: OMol25; level of theory: ωB97M-V with the def2-TZVPD basis set.

ORCA input file:
```
! RIJCOSX wB97M-V def2-TZVPD def2/J DEFGRID3
* xyz 5 1
C -5.334 -3.622 -4.107
C -4.939 -4.908 -4.754
C -3.974 -5.727 -3.962
N -3.665 -7.002 -4.624
C -4.809 -7.556 -5.400
C -3.233 -8.100 -3.681
C -2.169 -8.923 -4.387
C -1.432 -7.868 -5.213
C -2.498 -6.833 -5.598
H -4.540 -2.863 -4.135
H -5.668 -3.726 -3.107
H -6.068 -3.090 -4.744
H -4.481 -4.811 -5.769
H -5.859 -5.448 -4.826
H -4.327 -5.908 -2.927
H -3.079 -5.148 -3.822
H -5.638 -7.716 -4.662
H -4.536 -8.546 -5.697
H -5.114 -6.892 -6.236
H -4.122 -8.677 -3.220
H -2.747 -7.494 -2.847
H -2.592 -9.684 -5.056
H -1.522 -9.516 -3.818
H -0.948 -8.221 -6.092
H -0.729 -7.378 -4.564
H -3.011 -6.971 -6.578
H -2.202 -5.737 -5.473
C 1.751 5.491 4.130
C 1.023 6.719 4.788
C -0.009 7.359 3.922
N -0.918 8.287 4.706
C -1.686 7.536 5.818
C -2.013 8.966 3.868
C -2.255 10.341 4.556
C -1.222 10.484 5.682
C -0.148 9.493 5.253
H 2.401 4.897 4.773
H 2.429 5.839 3.389
H 1.065 4.740 3.614
H 1.878 7.348 4.986
H 0.626 6.385 5.764
H -0.704 6.725 3.440
H 0.492 7.994 3.143
H -1.840 6.499 5.477
H -2.626 8.039 5.821
H -1.062 7.619 6.689
H -2.761 8.227 3.905
H -1.669 9.047 2.859
H -3.290 10.406 4.874
H -2.124 11.146 3.880
H -1.678 10.237 6.619
H -0.874 11.491 5.843
H 0.478 9.186 6.106
H 0.488 9.736 4.469
C 2.249 5.512 0.522
C 1.293 4.973 -0.491
C 0.363 3.977 0.258
N -0.527 3.169 -0.712
C -1.623 4.131 -1.169
C -1.200 1.965 0.073
C -1.548 0.998 -1.066
C -0.596 1.409 -2.235
C 0.260 2.649 -1.816
H 2.901 6.283 0.052
H 2.850 4.734 0.980
H 1.768 5.994 1.341
H 1.757 4.384 -1.268
H 0.654 5.802 -0.926
H -0.284 4.470 0.968
H 0.952 3.178 0.699
H -1.138 5.115 -1.213
H -2.462 4.170 -0.441
H -2.019 3.932 -2.122
H -2.027 2.333 0.781
H -0.420 1.631 0.779
H -2.540 1.123 -1.474
H -1.460 -0.072 -0.793
H -1.218 1.486 -3.128
H 0.012 0.488 -2.490
H 0.347 3.399 -2.579
H 1.259 2.322 -1.500
C 11.525 -0.451 0.552
C 10.658 0.777 0.882
C 9.993 1.286 -0.434
N 8.935 2.357 -0.271
C 7.696 1.752 0.349
C 8.594 2.801 -1.636
C 7.959 4.204 -1.394
C 8.751 4.709 -0.190
C 9.411 3.523 0.521
H 11.972 -0.407 -0.482
H 10.924 -1.362 0.681
H 12.410 -0.580 1.181
H 11.348 1.487 1.298
H 9.982 0.519 1.736
H 9.561 0.450 -0.986
H 10.783 1.703 -0.990
H 7.469 0.865 -0.189
H 6.865 2.542 0.406
H 7.811 1.561 1.429
H 8.038 1.957 -2.045
H 9.593 2.890 -2.106
H 6.857 4.027 -1.249
H 8.135 4.807 -2.268
H 8.004 5.269 0.412
H 9.562 5.398 -0.441
H 9.086 3.302 1.520
H 10.478 3.544 0.410
C 4.311 -3.158 -4.435
C 3.804 -2.076 -5.511
C 2.477 -2.707 -6.004
N 1.691 -2.057 -7.075
C 2.363 -2.130 -8.377
C 1.302 -0.688 -6.695
C 0.101 -0.359 -7.596
C -0.585 -1.776 -7.773
C 0.300 -2.765 -7.083
H 5.326 -2.894 -4.113
H 4.402 -4.154 -4.842
H 3.657 -3.073 -3.539
H 4.583 -2.043 -6.314
H 3.567 -1.063 -5.144
H 1.886 -2.799 -5.116
H 2.614 -3.774 -6.241
H 1.732 -1.842 -9.216
H 2.794 -3.089 -8.601
H 3.239 -1.452 -8.367
H 2.098 -0.010 -6.839
H 1.021 -0.743 -5.654
H 0.295 0.003 -8.591
H -0.677 0.339 -7.233
H -0.677 -1.898 -8.807
H -1.605 -1.819 -7.406
H 0.427 -3.728 -7.535
H 0.161 -2.861 -6.031
C -0.755 -10.345 3.562
N -0.119 -9.036 3.414
C -0.927 -8.015 3.077
C -0.436 -6.742 2.830
C 0.909 -6.533 2.943
C 1.692 -7.555 3.559
C 1.171 -8.809 3.756
C 1.371 -5.175 2.713
C 2.025 -4.527 3.763
C 2.222 -3.171 3.638
N 1.875 -2.524 2.498
C 1.352 -3.165 1.479
C 1.001 -4.511 1.554
C 2.232 -1.154 2.447
H -0.119 -10.992 4.249
H -0.823 -10.889 2.602
H -1.626 -10.192 4.153
H -2.041 -8.208 2.937
H -1.060 -5.904 2.505
H 2.714 -7.376 3.803
H 1.685 -9.714 4.063
H 2.479 -5.123 4.657
H 2.664 -2.579 4.462
H 1.218 -2.592 0.582
H 0.334 -4.972 0.828
H 1.679 -0.593 1.689
H 3.305 -1.041 2.213
H 2.078 -0.681 3.410
C -1.352 0.411 3.556
N -2.819 0.643 3.600
C -3.387 1.468 4.453
C -4.764 1.598 4.446
C -5.579 1.070 3.435
C -4.898 0.331 2.465
C -3.540 0.117 2.583
C -7.036 1.158 3.502
C -7.643 1.369 2.264
C -8.985 1.565 2.187
N -9.745 1.427 3.295
C -9.169 1.055 4.454
C -7.838 0.866 4.604
C -11.159 1.794 3.098
H -0.845 0.798 4.442
H -1.159 0.964 2.629
H -1.179 -0.673 3.407
H -2.808 1.812 5.259
H -5.124 2.206 5.312
H -5.500 -0.256 1.815
H -3.044 -0.543 1.836
H -7.075 1.419 1.360
H -9.545 1.802 1.275
H -9.823 0.953 5.307
H -7.409 0.517 5.523
H -11.774 1.018 3.574
H -11.568 1.733 2.104
H -11.365 2.814 3.434
B 3.056 1.077 0.229
F 1.596 1.046 0.172
F 3.628 -0.160 -0.182
F 3.482 2.140 -0.679
F 3.395 1.353 1.574
C -3.448 -3.225 2.749
C -2.063 -3.184 2.165
O -1.346 -2.130 2.294
O -1.636 -4.185 1.493
H -4.010 -4.002 2.276
H -4.031 -2.317 2.644
H -3.421 -3.326 3.845
C -3.912 5.281 3.109
C -3.230 3.902 2.949
O -2.136 3.846 3.612
O -3.710 3.088 2.110
H -4.029 5.689 2.117
H -3.387 5.883 3.819
H -4.954 5.139 3.425
C -1.222 -2.669 -2.077
C -0.753 -2.787 -3.542
O -0.236 -1.681 -3.982
O -0.682 -3.945 -4.066
H -2.297 -2.340 -2.083
H -0.682 -1.900 -1.575
H -1.064 -3.653 -1.661
*
```

Calculated values
HOMO-LUMO gap	5.77	eV
LUMO level	-0.3481	Ha

---

(2)
A cluster of 9 separate species, C70H67FN4O12 in total. Source: OMol25; level of theory: ωB97M-V with the def2-TZVPD basis set.

ORCA input file:
```
! RIJCOSX wB97M-V def2-TZVPD def2/J DEFGRID3
* xyz 1 2
C -0.620 1.673 -1.319
C -0.230 0.163 -0.909
N -1.171 -0.605 0.022
C -1.121 0.194 1.339
C -2.667 -0.452 -0.451
C -2.951 -1.205 -1.735
C -0.606 -2.109 0.038
C -1.595 -3.079 0.786
O -1.791 -2.606 2.165
C -0.999 -3.262 3.137
H 0.173 2.078 -1.947
H -0.776 2.263 -0.416
H -1.572 1.753 -1.843
H 0.787 -0.001 -0.554
H -0.208 -0.362 -1.864
H -1.370 1.254 1.298
H -0.163 0.195 1.858
H -1.780 -0.368 2.001
H -2.970 0.595 -0.436
H -3.295 -0.937 0.296
H -2.804 -0.631 -2.651
H -4.015 -1.437 -1.767
H -2.323 -2.058 -1.992
H 0.302 -1.884 0.598
H -0.394 -2.345 -1.005
H -1.198 -4.094 0.740
H -2.578 -3.186 0.329
H 0.049 -3.231 2.837
H -1.352 -4.283 3.283
H -1.004 -2.798 4.123
F -3.921 2.704 0.948
O -4.242 5.700 -3.225
C -3.048 5.671 -2.885
N -2.191 6.610 -3.303
C -2.437 4.561 -2.075
H -2.436 7.467 -3.778
H -1.242 6.657 -2.960
H -2.508 3.554 -2.488
H -3.147 4.439 -1.257
H -1.401 4.737 -1.786
O 2.104 2.257 -3.597
C 2.575 1.106 -3.481
N 3.531 0.772 -2.666
C 2.049 -0.032 -4.423
H 3.791 -0.204 -2.674
H 3.772 1.248 -1.808
H 1.225 0.265 -5.071
H 1.651 -0.778 -3.735
H 2.805 -0.585 -4.980
O -6.240 0.512 0.553
C -6.929 -0.385 1.031
N -8.206 -0.337 1.019
C -6.230 -1.575 1.631
H -8.741 0.451 0.681
H -8.622 -1.252 0.916
H -5.605 -1.388 2.504
H -5.561 -1.959 0.860
H -6.849 -2.436 1.879
C 0.513 -5.389 -2.609
C 0.332 -6.367 -1.643
C 0.865 -6.157 -0.384
C 1.627 -4.978 -0.112
C 1.997 -4.102 -1.191
C 1.451 -4.326 -2.505
C 2.947 -2.907 -1.031
O 3.139 -2.081 -1.926
C 3.414 -2.775 0.408
C 4.096 -1.553 0.734
C 4.547 -1.180 1.970
C 4.239 -1.990 3.016
C 3.597 -3.247 2.776
C 3.207 -3.638 1.476
C 2.270 -4.756 1.295
O 2.008 -5.452 2.263
H -0.068 -5.550 -3.505
H -0.285 -7.246 -1.753
H 0.490 -6.862 0.343
H 1.657 -3.683 -3.348
H 4.170 -0.752 0.013
H 5.182 -0.307 1.957
H 4.553 -1.868 4.042
H 3.354 -3.998 3.513
C 5.229 3.032 8.249
C 5.890 1.804 8.524
C 5.287 0.614 8.176
C 4.050 0.661 7.534
C 3.358 1.865 7.281
C 4.020 3.079 7.613
C 1.833 1.889 7.016
O 1.151 2.878 6.921
C 1.150 0.543 6.959
C -0.299 0.491 6.904
C -1.051 -0.753 6.919
C -0.250 -1.940 6.964
C 1.130 -1.895 7.025
C 1.873 -0.666 7.034
C 3.429 -0.670 7.200
O 4.164 -1.693 6.998
H 5.734 3.894 8.660
H 6.909 1.800 8.881
H 5.694 -0.298 8.585
H 3.491 4.016 7.518
H -0.817 1.432 6.793
H -2.125 -0.632 6.927
H -0.690 -2.924 7.028
H 1.629 -2.852 7.053
C -1.781 -4.934 -8.124
C -0.900 -4.953 -7.061
C -0.754 -3.915 -6.136
C -1.556 -2.746 -6.279
C -2.476 -2.772 -7.400
C -2.496 -3.815 -8.326
C -3.370 -1.598 -7.664
O -4.178 -1.560 -8.597
C -3.191 -0.377 -6.755
C -3.931 0.778 -7.117
C -3.714 2.016 -6.470
C -2.884 2.037 -5.372
C -2.095 0.868 -5.144
C -2.214 -0.368 -5.754
C -1.413 -1.574 -5.348
O -0.705 -1.695 -4.354
H -1.830 -5.832 -8.721
H -0.297 -5.818 -6.829
H 0.018 -3.932 -5.381
H -3.354 -3.939 -8.970
H -4.467 0.949 -8.039
H -4.301 2.885 -6.728
H -2.818 2.981 -4.852
H -1.398 0.917 -4.320
C 3.235 6.280 -1.977
C 4.119 5.201 -1.991
C 3.977 4.085 -1.129
C 2.816 4.043 -0.261
C 1.805 5.065 -0.399
C 2.021 6.166 -1.274
C 0.616 5.009 0.474
O -0.239 5.887 0.384
C 0.573 3.846 1.374
C -0.516 3.768 2.265
C -0.529 2.980 3.460
C 0.513 2.042 3.585
C 1.532 1.935 2.569
C 1.629 2.921 1.568
C 2.805 2.891 0.722
O 3.721 2.051 0.753
H 3.273 7.024 -2.759
H 4.814 5.276 -2.815
H 4.675 3.280 -1.301
H 1.237 6.886 -1.457
H -1.350 4.434 2.100
H -1.188 3.249 4.273
H 0.542 1.414 4.464
H 2.233 1.136 2.760
*
```

Calculated values
HOMO-LUMO gap (alpha / beta)	7.71 / 5.12	eV
LUMO level (alpha / beta)	-0.1282 / -0.2231	Ha

---

no.,electronic energy (eV),largest force on an atom (eV Å⁻¹)
1,-111852.7891,3.6
2,-106914.0198,5.0